No. 1
Below is an isolated molecule of C4H9N in a non-equilibrium geometry, with properties calculated with ωB97M-V with the def2-TZVPD basis set.

The geometry in XYZ format:
```
14
Properties=species:S:1:pos:R:3:forces:R:3
C 2.371 0.350 0.754 0.5 0.5 0.1
C 1.054 0.186 0.718 -0.7 -1.1 0.2
N 0.176 0.238 -0.362 1.8 0.0 1.2
C -1.243 0.219 -0.092 -0.3 -0.4 -0.5
C -1.968 -0.941 -0.802 0.0 0.6 -1.1
H 3.015 0.582 -0.084 -0.2 0.2 -0.2
H 2.865 0.351 1.714 0.0 -0.3 0.0
H 0.590 -0.217 1.619 -0.1 0.5 0.1
H 0.677 0.707 -1.100 -1.1 0.2 -0.7
H -1.353 0.059 0.975 0.1 0.2 0.2
H -1.727 1.165 -0.331 0.0 0.1 0.0
H -2.600 -0.557 -1.607 -0.2 0.0 0.2
H -1.243 -1.541 -1.347 0.2 -0.3 0.4
H -2.583 -1.553 -0.155 0.0 -0.1 0.2
```
Positions in Å, forces in eV/Å.

Its relative energy (zero: lowest compared OMol25 entry of this formula, charge and spin) is 90.3 kJ/mol. The calculation puts the highest occupied orbital energy at -7.90 eV. As for the charge: 0. For the total energy, the calculation gives -212.51678 a.u. The lowest unoccupied orbital energy is 0.0451 Ha. As for the orbital gap: 9.13 eV.

---

No. 2
Below is a structure of composition C4H9N in a non-equilibrium geometry, with properties calculated with ωB97M-V with the def2-TZVPD basis set.

The geometry in XYZ format:
```
14
Properties=species:S:1:pos:R:3:forces:R:3
C -0.655 0.299 -1.399 -1.1 0.1 -0.3
C -0.184 0.231 0.002 3.0 0.1 0.9
C 1.070 -0.453 0.344 -1.8 0.5 -0.7
N 1.538 -1.495 -0.486 0.2 -0.1 -0.4
C -0.837 1.053 1.057 0.7 -2.2 0.7
H -1.737 0.462 -1.373 0.0 0.0 -0.3
H -0.450 -0.597 -1.994 0.2 0.0 0.4
H -0.228 1.154 -1.945 0.2 -0.1 0.3
H 1.669 0.244 0.931 0.2 -0.6 0.5
H 2.100 -2.153 0.047 0.3 0.3 0.1
H 0.626 -1.426 0.774 -0.1 -0.2 0.5
H -0.906 0.688 2.090 1.7 0.3 0.2
H -0.769 2.135 1.059 -1.7 0.3 -0.8
H -1.237 -0.143 0.893 -1.8 1.6 -1.0
```
Positions in Å, forces in eV/Å.

Its relative energy (zero: lowest compared OMol25 entry of this formula, charge and spin) is 763.8 kJ/mol. The calculation puts the highest occupied orbital energy at -6.81 eV. As for the charge: 0. For the total energy, the calculation gives -212.26025 a.u. The lowest unoccupied orbital energy is -0.0185 Ha. As for the orbital gap: 6.31 eV.

---

No. 3
Below is an isolated molecule of C4H9N in a non-equilibrium geometry, with properties calculated with ωB97M-V with the def2-TZVPD basis set.

The geometry in XYZ format:
```
14
Properties=species:S:1:pos:R:3:forces:R:3
C 1.834 0.455 -0.332 -0.1 0.0 0.2
C 0.383 0.403 0.118 0.2 0.2 0.5
C -0.810 0.839 -0.678 -0.1 0.2 0.2
N -0.528 -0.561 -0.429 0.3 -0.3 -0.3
C -1.239 -1.238 0.624 0.1 0.3 0.4
H 2.296 1.409 -0.061 -0.1 -0.1 0.0
H 2.414 -0.342 0.145 -0.1 0.1 0.0
H 1.955 0.334 -1.416 -0.3 0.0 0.2
H 0.137 0.453 1.233 1.2 0.6 -1.4
H -0.792 1.096 -1.738 0.3 0.1 0.3
H -1.570 1.377 -0.108 -0.1 -0.3 -0.1
H -0.656 -2.137 0.867 -0.3 0.1 0.1
H -1.202 -0.545 1.537 -1.0 -1.2 -0.8
H -2.220 -1.544 0.239 0.0 0.2 0.6
```
Positions in Å, forces in eV/Å.

Its relative energy (zero: lowest compared OMol25 entry of this formula, charge and spin) is 137.7 kJ/mol. The calculation puts the highest occupied orbital energy at -9.17 eV. As for the charge: 0. For the total energy, the calculation gives -212.49874 a.u. The lowest unoccupied orbital energy is 0.0466 Ha. As for the orbital gap: 10.43 eV.

---

No. 4
Below is a cluster of 2 separate species, C4H9N in total in a non-equilibrium geometry, with properties calculated with ωB97M-V with the def2-TZVPD basis set.

The geometry in XYZ format:
```
14
Properties=species:S:1:pos:R:3:forces:R:3
C 2.190 0.712 0.652 -0.2 -1.3 -0.6
C 2.008 0.878 -0.654 0.2 0.7 0.4
H 1.356 0.736 1.340 0.1 0.5 0.2
H 3.096 0.214 0.980 0.1 0.3 0.3
H 1.091 1.301 -1.042 0.0 -0.1 -0.1
H 2.819 0.692 -1.344 0.0 0.0 -0.1
C -2.414 -0.351 0.570 0.3 0.5 -0.8
C -0.551 -0.761 -0.755 -0.1 -0.8 -0.2
N -1.722 -0.304 -0.720 -0.1 -0.2 0.2
H -3.393 -0.786 0.384 -0.1 -0.1 0.2
H -2.568 0.683 0.884 0.0 -0.1 0.3
H -1.858 -0.931 1.308 -0.1 0.1 0.2
H -0.056 -0.927 -1.708 0.1 0.5 -0.1
H 0.002 -1.157 0.105 -0.2 0.0 0.2
```
Positions in Å, forces in eV/Å.

Its relative energy (zero: lowest compared OMol25 entry of this formula, charge and spin) is 178.6 kJ/mol. The calculation puts the highest occupied orbital energy at -9.69 eV. As for the charge: 0. For the total energy, the calculation gives -212.48314 a.u. The lowest unoccupied orbital energy is 0.0428 Ha. As for the orbital gap: 10.86 eV.

---

No. 5
Below is an isolated molecule of C4H9N in a non-equilibrium geometry, with properties calculated with ωB97M-V with the def2-TZVPD basis set.

The geometry in XYZ format:
```
14
Properties=species:S:1:pos:R:3:forces:R:3
C -1.528 -0.424 0.663 -2.1 0.8 0.8
C -0.372 -0.159 -0.274 -0.2 0.6 -1.2
C 0.813 0.573 0.276 0.6 -0.4 1.1
C 1.453 1.623 -0.196 -0.2 0.8 -0.6
H -1.260 -1.359 1.287 -0.8 1.5 -0.8
H -1.619 0.517 1.371 -0.2 -2.0 -1.2
H -2.591 -0.579 0.014 3.1 0.3 2.0
H -0.726 0.366 -1.167 -0.2 0.6 0.3
H 0.927 -1.329 -1.314 -1.0 -0.1 0.3
H 0.180 -2.112 -0.105 0.0 -0.2 0.3
H 1.305 0.092 1.110 -0.2 -0.3 0.5
H 2.339 2.103 0.228 -0.3 -0.6 0.1
H 1.065 2.108 -1.072 -0.2 0.3 -0.4
N 0.015 -1.422 -0.822 1.7 -1.2 -1.2
```
Positions in Å, forces in eV/Å.

Its relative energy (zero: lowest compared OMol25 entry of this formula, charge and spin) is 119.6 kJ/mol. The calculation puts the highest occupied orbital energy at -9.17 eV. As for the charge: 0. For the total energy, the calculation gives -212.50560 a.u. The lowest unoccupied orbital energy is 0.0440 Ha. As for the orbital gap: 10.37 eV.

---

No. 6
Below is an isolated molecule of C4H9N in a non-equilibrium geometry, with properties calculated with ωB97M-V with the def2-TZVPD basis set.

The geometry in XYZ format:
```
14
Properties=species:S:1:pos:R:3:forces:R:3
C -1.015 -0.361 1.416 -0.4 0.1 0.1
C -0.430 -0.199 0.038 0.3 1.5 0.3
C -1.042 -0.587 -1.083 0.2 -0.5 0.0
C 0.887 0.606 0.078 -1.1 -1.8 -0.6
H -1.035 0.577 2.019 0.3 -0.5 -0.6
H -2.057 -0.659 1.336 -0.1 -0.3 0.1
H -0.458 -1.108 1.983 -0.1 0.0 0.1
H -0.609 -0.365 -2.083 -0.5 -0.3 0.9
H -1.949 -1.219 -0.986 0.6 0.7 -0.3
H 0.713 1.599 0.429 -0.3 0.7 0.4
H 1.523 0.077 0.787 0.2 0.1 0.5
H 2.328 1.225 -1.147 -0.1 -0.4 -0.5
H 1.670 -0.259 -1.559 0.4 -0.1 -0.1
N 1.475 0.672 -1.228 0.5 0.9 -0.3
```
Positions in Å, forces in eV/Å.

Its relative energy (zero: lowest compared OMol25 entry of this formula, charge and spin) is 54.9 kJ/mol. The calculation puts the highest occupied orbital energy at -9.20 eV. As for the charge: 0. For the total energy, the calculation gives -212.53024 a.u. The lowest unoccupied orbital energy is 0.0398 Ha. As for the orbital gap: 10.28 eV.